Density functional theory data (the ωB97M-V functional and the def2-TZVPD basis) for C18H28BN3O8Ru as an isolated structure at a distorted geometry.

The HOMO-LUMO gap (alpha / beta) comes out at 7.0808 / 6.7422 eV. As for the HOMO energy (alpha / beta): -10.73 / -10.74 eV. As for the spin multiplicity: 2. The energy relative to the best compared isomer or geometry (same formula, charge and spin) comes out at 89.4 kJ/mol. The total charge is +1. Its expectation value of S² is 0.758.

Positions of all 59 atoms, in Å:
Ru (-0.467, 1.771, 0.633)
C (-2.759, 6.739, 0.343)
N (-2.719, 5.386, 0.890)
C (-3.607, 5.142, 2.027)
C (-1.768, 4.508, 0.609)
O (-1.610, 3.479, 1.294)
C (-0.843, 4.807, -0.561)
O (-0.009, 3.698, -0.846)
C (-0.138, 3.107, -2.125)
C (-1.194, 2.007, -2.077)
O (-1.881, 1.911, -1.026)
N (-1.325, 1.201, -3.105)
C (-2.260, 0.077, -3.043)
C (-0.615, 1.429, -4.364)
H (-3.794, 7.072, 0.314)
H (-2.356, 6.787, -0.664)
H (-2.197, 7.425, 0.980)
H (-4.608, 5.479, 1.767)
H (-3.266, 5.690, 2.906)
H (-3.628, 4.083, 2.258)
H (-0.190, 5.635, -0.270)
H (-1.422, 5.103, -1.435)
H (0.833, 2.671, -2.358)
H (-0.387, 3.851, -2.885)
H (-2.586, -0.063, -2.019)
H (-1.753, -0.824, -3.382)
H (-3.126, 0.264, -3.678)
H (0.453, 1.568, -4.199)
H (-1.009, 2.301, -4.888)
H (-0.750, 0.559, -4.998)
O (3.216, 1.845, 1.226)
N (2.054, 1.910, 1.029)
O (1.212, 2.323, 1.884)
O (1.528, 1.552, -0.094)
C (2.972, -5.196, 3.053)
C (2.424, -5.464, 1.651)
C (1.386, -6.597, 1.741)
C (3.587, -5.910, 0.754)
C (1.716, -4.244, 1.059)
C (1.254, -4.293, -0.262)
C (0.482, -3.289, -0.832)
C (0.171, -2.218, -0.026)
O (-0.598, -1.097, -0.300)
B (-0.538, -0.326, 0.848)
O (0.201, -0.953, 1.824)
C (0.648, -2.137, 1.260)
C (1.431, -3.116, 1.829)
H (3.476, -6.091, 3.419)
H (2.175, -4.957, 3.760)
H (3.699, -4.381, 3.046)
H (1.836, -7.477, 2.206)
H (1.020, -6.879, 0.753)
H (0.533, -6.285, 2.347)
H (4.102, -6.753, 1.219)
H (4.306, -5.098, 0.626)
H (3.250, -6.233, -0.231)
H (1.510, -5.149, -0.872)
H (0.132, -3.353, -1.854)
H (1.794, -2.999, 2.840)

---

Density functional theory data (the ωB97M-V functional and the def2-TZVPD basis) for the molecule C15H15NO at a distorted geometry.

The HOMO-LUMO gap comes out at 7.7727 eV. As for the HOMO energy: -9.18 eV. The SMILES is CCC(C)(C)C1=C(C#N)C(=O)c2ccccc21. The energy relative to the best compared isomer or geometry (same formula, charge and spin) comes out at 41.6 kJ/mol. The total charge is 0.

Positions of all 32 atoms, in Å:
C (-1.511, -2.195, 0.287)
C (-0.484, -2.318, -0.825)
C (0.620, -1.223, -0.738)
C (1.600, -1.620, 0.376)
C (1.492, -1.218, -2.028)
C (-0.009, 0.169, -0.511)
C (-0.884, 0.760, -1.426)
C (-1.311, 0.279, -2.679)
N (-1.531, -0.118, -3.759)
C (-1.353, 2.029, -0.850)
O (-2.103, 2.851, -1.402)
C (-0.689, 2.206, 0.394)
C (-0.775, 3.289, 1.282)
C (-0.065, 3.224, 2.492)
C (0.696, 2.110, 2.766)
C (0.846, 1.082, 1.836)
C (0.106, 1.126, 0.647)
H (-1.015, -2.213, 1.276)
H (-2.127, -1.263, 0.203)
H (-2.213, -3.013, 0.205)
H (-0.006, -3.302, -0.791)
H (-0.981, -2.274, -1.824)
H (2.025, -2.631, 0.145)
H (1.067, -1.689, 1.301)
H (2.449, -0.932, 0.455)
H (0.864, -1.183, -2.905)
H (2.108, -2.127, -2.077)
H (2.150, -0.365, -2.010)
H (-1.413, 4.150, 1.064)
H (-0.215, 4.036, 3.209)
H (1.157, 2.107, 3.738)
H (1.505, 0.266, 2.149)

---

Density functional theory data (the ωB97M-V functional and the def2-TZVPD basis) for the molecule C15H20FNO2.

The HOMO-LUMO gap comes out at 9.7714 eV. As for the HOMO energy: -9.12 eV. The SMILES is CCCC(=O)N1CCC(O)(c2cccc(F)c2)CC1. The energy relative to the best compared isomer or geometry (same formula, charge and spin) comes out at 0.0 kJ/mol. The total charge is 0.

Positions of all 39 atoms, in Å:
C (0.802, 3.905, -0.116)
C (1.290, 3.089, -1.307)
C (2.650, 2.438, -1.028)
C (2.599, 1.479, 0.149)
O (3.004, 1.813, 1.249)
N (2.103, 0.237, -0.064)
C (1.533, -0.305, -1.273)
C (0.043, -0.600, -1.077)
C (-0.166, -1.555, 0.112)
O (0.447, -2.779, -0.249)
C (-1.660, -1.737, 0.352)
C (-2.276, -2.951, 0.072)
C (-3.634, -3.126, 0.274)
C (-4.411, -2.090, 0.758)
C (-3.790, -0.882, 1.019)
F (-4.531, 0.148, 1.480)
C (-2.437, -0.686, 0.824)
C (0.529, -0.970, 1.357)
C (1.999, -0.683, 1.050)
H (-0.177, 4.334, -0.322)
H (0.730, 3.282, 0.772)
H (1.495, 4.714, 0.099)
H (0.549, 2.325, -1.551)
H (1.389, 3.742, -2.178)
H (3.361, 3.220, -0.753)
H (3.026, 1.935, -1.920)
H (1.667, 0.375, -2.110)
H (2.042, -1.249, -1.502)
H (-0.505, 0.324, -0.891)
H (-0.355, -1.072, -1.976)
H (0.451, -3.358, 0.521)
H (-1.687, -3.763, -0.326)
H (-4.090, -4.078, 0.050)
H (-5.470, -2.201, 0.925)
H (-2.019, 0.284, 1.041)
H (0.043, -0.043, 1.656)
H (0.453, -1.678, 2.186)
H (2.488, -0.223, 1.910)
H (2.515, -1.613, 0.789)

---

Density functional theory data (the ωB97M-V functional and the def2-TZVPD basis) for an isolated ion of composition C5H11N2O and charge +1 at a distorted geometry.

The HOMO-LUMO gap comes out at 11.2251 eV. As for the HOMO energy: -15.05 eV. The SMILES is CC1(C)NC=[NH+][C@@H]1O. The energy relative to the best compared isomer or geometry (same formula, charge and spin) comes out at 215.1 kJ/mol. The total charge is +1.

Positions of all 19 atoms, in Å:
C (0.990, -0.998, 1.039)
C (0.412, -0.008, 0.090)
C (1.499, 0.523, -0.962)
N (-0.065, 1.206, 0.755)
C (-1.245, 1.483, 0.317)
N (-1.786, 0.574, -0.454)
C (-0.852, -0.522, -0.593)
O (-1.265, -1.710, 0.231)
H (2.056, -0.685, 1.271)
H (1.261, -1.954, 0.475)
H (0.487, -1.462, 1.907)
H (2.226, -0.235, -1.463)
H (2.375, 1.091, -0.544)
H (1.007, 1.017, -1.714)
H (0.306, 1.823, 1.482)
H (-1.801, 2.500, 0.363)
H (-2.719, 0.303, -0.342)
H (-0.771, -0.868, -1.635)
H (-2.118, -2.079, -0.223)

---

Density functional theory data (the ωB97M-V functional and the def2-TZVPD basis) for a 3-piece molecular cluster, CH3NO overall at a distorted geometry.

The HOMO-LUMO gap comes out at 9.9393 eV. As for the HOMO energy: -10.52 eV. The energy relative to the best compared isomer or geometry (same formula, charge and spin) comes out at 499.7 kJ/mol. The total charge is 0.

Positions of all 6 atoms, in Å:
C (-0.647, 0.395, 0.172)
H (1.570, -0.158, 0.264)
H (0.791, -1.482, -0.370)
H (-1.538, -0.178, -0.070)
N (0.411, -0.047, -0.683)
O (-0.588, 1.470, 0.687)

---

Density functional theory data (the ωB97M-V functional and the def2-TZVPD basis) for the molecule C8H18BI.

The HOMO-LUMO gap comes out at 9.7149 eV. As for the HOMO energy: -9.49 eV. The SMILES is CCCCCCCCBI. The total charge is 0.

Positions of all 28 atoms, in Å:
C (0.393, -0.699, 2.660)
C (-1.092, -0.316, 2.548)
C (-1.677, -0.536, 1.156)
C (-1.255, 0.546, 0.149)
C (-1.217, 0.044, -1.293)
C (-0.064, -0.899, -1.664)
C (1.323, -0.574, -1.112)
C (2.051, 0.558, -1.882)
B (1.393, 1.944, -1.671)
I (1.868, 3.159, 0.019)
H (0.617, -1.139, 3.628)
H (0.650, -1.437, 1.900)
H (1.033, 0.171, 2.529)
H (-1.204, 0.739, 2.802)
H (-1.674, -0.882, 3.275)
H (-1.391, -1.524, 0.785)
H (-2.767, -0.543, 1.220)
H (-1.973, 1.367, 0.198)
H (-0.301, 0.977, 0.453)
H (-2.149, -0.504, -1.455)
H (-1.254, 0.890, -1.980)
H (0.023, -0.898, -2.753)
H (-0.321, -1.924, -1.395)
H (1.937, -1.470, -1.199)
H (1.294, -0.331, -0.051)
H (3.079, 0.593, -1.511)
H (2.090, 0.292, -2.938)
H (0.588, 2.397, -2.419)

---

The records above give, respectively, E_tot values of -1588.3357; -710.5507; -888.7116; -381.5820; -169.7173; -638.1675 hartree.